The following is a DFT calculation (wB97M-V/def2-TZVPD) of 2 unconnected molecules or ions with the total composition C11H22BF4O2.

```
40
Properties=species:S:1:pos:R:3:mulliken_charge:R:1
C -1.7793 1.4687 -2.3249 -0.87
C -1.1115 2.2071 -1.1501 -0.72
C -0.4340 1.2574 -0.1561 -0.02
C 0.9146 0.7223 -0.6900 -0.64
B 2.1812 1.3962 -0.1063 0.31
C 3.4461 1.7558 -0.9740 -0.83
C 4.8057 1.5963 -0.3027 0.67
C 5.8969 2.4974 -0.8519 -1.40
F 5.2236 0.2571 -0.4833 -0.36
H -1.1722 1.5078 -3.2339 0.29
H -2.7541 1.8991 -2.5702 0.32
H -1.9436 0.4179 -2.0756 0.12
H -1.8556 2.8108 -0.6214 0.42
H -0.3666 2.9108 -1.5487 0.29
H -1.0872 0.4048 0.0449 -0.10
H -0.2920 1.7613 0.8049 0.34
H 0.9887 -0.3489 -0.4353 0.18
H 0.9409 0.7834 -1.7879 0.28
H 2.2238 1.7036 1.0563 -0.14
H 3.4656 1.2006 -1.9195 0.32
H 3.3249 2.8202 -1.2386 0.25
H 4.7160 1.7292 0.7813 0.19
H 5.8430 2.5532 -1.9421 0.33
H 5.7952 3.5041 -0.4390 0.34
H 6.8783 2.1104 -0.5701 0.37
C -4.4265 -2.9845 2.5870 -1.03
C -2.9448 -2.9921 2.9531 -0.22
O -2.0873 -3.5127 1.9648 -0.42
C -1.5645 -2.5332 0.9855 0.07
O -1.3065 -1.3486 1.4299 -0.83
C -2.5275 -2.4796 -0.2472 0.79
F -3.0876 -3.6657 -0.5969 -0.33
F -1.8168 -2.0823 -1.3423 -0.30
F -3.5455 -1.6011 -0.1445 -0.29
H -4.7009 -3.9258 2.1053 0.23
H -5.0277 -2.8699 3.4943 0.41
H -4.6779 -2.1694 1.9130 0.20
H -2.8118 -3.6422 3.8258 0.33
H -2.6109 -1.9875 3.2326 0.23
H -0.7124 -3.1320 0.5741 0.22
```

LUMO level	2.72	eV
gap between HOMO and LUMO	6.730	eV
energy	-27406.070	eV
total charge	-1


The following is a DFT calculation (wB97M-V/def2-TZVPD) of a molecular structure, H9LiO5.

```
15
Properties=species:S:1:pos:R:3:mulliken_charge:R:1
Li -1.0505 -0.8171 1.7935 0.90
O -0.1785 -0.1641 0.1465 -1.25
H 0.4035 -0.2541 -0.5905 0.19
O -0.7365 -1.9471 -1.9475 -0.64
H -0.1795 -1.4491 -2.5225 0.30
H -0.9425 -1.3461 -1.2045 0.37
O 0.6745 1.9869 1.3725 -0.62
H 0.4305 1.1299 0.8855 0.41
H 0.1025 2.0409 2.1025 0.26
O 2.2215 -1.2381 1.0335 -0.63
H 1.3945 -0.8011 1.0065 0.41
H 2.2285 -1.6661 0.2345 0.28
O -1.8805 1.6289 -0.6085 -0.64
H -1.2745 0.8939 -0.4545 0.37
H -1.2135 2.0019 -1.2465 0.31
```

LUMO level	-1.52	eV
gap between HOMO and LUMO	8.784	eV
energy	-10588.365	eV
energy above the lowest of the compared OMol25 structures with the same formula, charge and spin	1.120	eV


The following is a DFT calculation (wB97M-V/def2-TZVPD) of a gas-phase ion, C3H7N2OSe (charge +1).

```
14
Properties=species:S:1:pos:R:3:mulliken_charge:R:1
N -0.9327 -1.6295 -0.2624 -0.49
C 0.0108 -0.6793 0.7670 -0.32
N -0.5962 0.5848 0.7154 -0.13
C 0.0267 1.5296 -0.0348 0.36
O -0.3819 2.6480 -0.1129 -0.51
C 1.3832 1.1741 -0.6167 -0.52
Se 1.8042 -0.6635 -0.0292 0.10
H -1.9986 -1.6125 -0.1424 0.38
H -0.8164 -2.6360 -0.1048 0.36
H -0.7030 -1.4025 -1.2586 0.38
H -0.2509 -1.2490 1.7861 0.42
H -1.3785 1.0569 1.1360 0.25
H 1.5805 1.1919 -1.6166 0.39
H 2.2529 1.6871 -0.2259 0.34
```

LUMO level	-3.78	eV
gap between HOMO and LUMO	9.897	eV
energy	-73590.592	eV
energy above the lowest of the compared OMol25 structures with the same formula, charge and spin	1.378	eV
SMILES	[NH3+][C@@H]1NC(=O)C[Se]1
total charge	+1


The following is a DFT calculation (wB97M-V/def2-TZVPD) of 6 unconnected molecules or ions with the total composition C43H89Br2FN2O3PS4.

```
145
Properties=species:S:1:pos:R:3:mulliken_charge:R:1
C -4.3313 0.5967 7.0742 -1.00
C -4.2987 0.3964 5.7589 -0.32
C -5.2349 -0.5752 5.0966 -1.28
C -5.9557 -0.1199 3.7803 2.23
C -6.1829 1.3858 3.7380 0.27
C -6.8883 1.9885 4.9708 -1.77
C -7.2332 -0.9594 3.7936 -1.75
N -8.0295 -1.1069 2.5071 0.41
Br -8.5100 -3.0020 2.4290 0.24
C -9.4003 -0.4677 2.6364 -0.56
C -9.4413 1.0104 3.0223 0.32
O -9.7047 1.3313 4.1299 -0.39
Br -9.2135 2.3311 1.6495 0.00
C -7.3654 -0.6692 1.1863 -0.47
P -8.1821 -1.4715 -0.3406 0.29
S -7.9567 -0.2871 -1.8452 -0.28
C -5.8031 -0.6734 1.1824 0.79
N -5.3123 0.3245 0.2574 -0.40
C -5.4839 1.5273 0.3459 0.46
S -5.4840 3.0690 0.4889 -0.28
S -5.0793 -2.2368 0.4608 1.22
O -3.6728 -2.2031 0.5910 -0.61
O -5.7918 -3.3370 1.0271 -0.55
F -5.3963 -2.1117 -1.0441 -0.16
C -5.0818 -0.6462 2.5896 -1.56
S -3.4344 0.0757 2.5022 -0.09
H -5.2107 0.3399 7.6550 0.27
H -3.4821 1.0332 7.5823 0.32
H -3.5632 0.9339 5.1745 0.40
H -6.0244 -0.7709 5.8328 0.68
H -4.7254 -1.5283 4.9407 0.40
H -5.2498 1.9165 3.5745 0.14
H -6.7928 1.6107 2.8563 -0.27
H -6.1668 2.5453 5.5648 0.40
H -7.6852 2.6766 4.7050 0.39
H -7.2748 1.2190 5.6399 0.36
H -7.8929 -0.5939 4.5821 0.37
H -6.9361 -1.9545 4.1124 0.40
H -9.9746 -0.6244 1.7256 0.67
H -9.9042 -1.0044 3.4352 0.54
H -7.7226 0.3485 1.0216 -0.12
H -9.5469 -1.5917 -0.0288 0.11
H -7.7071 -2.7773 -0.4946 0.14
H -4.8910 -1.6869 2.8579 0.88
H -3.6817 1.3940 2.5075 0.08
C 2.6051 3.3726 2.1346 -1.09
C 1.4895 2.6174 2.8504 -0.48
C 0.2284 2.4527 2.0040 -0.14
C -0.4540 3.7601 1.6001 -0.74
C -0.8646 4.6571 2.7663 -0.59
C -1.8875 4.0132 3.6972 -0.85
H 2.3097 4.3925 1.8841 0.39
H 3.4892 3.4339 2.7691 0.27
H 2.8885 2.8619 1.2119 0.21
H 1.2520 3.1208 3.7919 0.25
H 1.8548 1.6232 3.1212 0.34
H -0.4827 1.8218 2.5494 -0.11
H 0.4821 1.8988 1.0950 0.42
H -1.3443 3.5198 1.0071 0.39
H 0.2031 4.3248 0.9344 0.35
H -1.2895 5.5786 2.3605 0.39
H 0.0140 4.9563 3.3425 0.29
H -2.7942 3.7435 3.1433 0.05
H -2.1757 4.7016 4.4927 0.46
H -1.4939 3.1111 4.1704 0.23
C 5.4886 0.6683 1.8566 -0.97
C 5.9227 1.5249 3.0413 -0.43
C 6.8723 2.6557 2.6500 -0.74
C 8.2019 2.1985 2.0478 -0.03
C 9.0249 1.2666 2.9356 -0.41
C 9.4506 1.9031 4.2553 -1.26
H 6.3384 0.1687 1.3891 0.36
H 4.7867 -0.1057 2.1728 0.35
H 4.9930 1.2809 1.0998 0.12
H 6.3793 0.8899 3.8052 0.38
H 5.0348 1.9638 3.5039 0.21
H 7.0620 3.2786 3.5285 0.40
H 6.3694 3.3054 1.9255 0.37
H 8.7995 3.0853 1.8148 0.47
H 8.0176 1.7024 1.0903 -0.41
H 9.9190 0.9657 2.3838 0.43
H 8.4683 0.3466 3.1355 0.22
H 10.0423 2.8036 4.0792 0.30
H 10.0599 1.2123 4.8393 0.39
H 8.5904 2.1780 4.8678 0.28
C 7.7959 -2.3395 -3.8248 -1.13
C 7.8426 -0.8675 -4.2237 -0.47
C 8.4590 0.0325 -3.1541 -0.92
C 7.7023 0.0635 -1.8254 -0.24
C 6.2409 0.4975 -1.9260 -0.04
C 6.0645 1.9203 -2.4483 -1.33
H 7.1768 -2.5025 -2.9412 0.35
H 7.3793 -2.9420 -4.6335 0.39
H 8.8001 -2.7124 -3.6112 0.17
H 6.8352 -0.5235 -4.4743 0.26
H 8.4333 -0.7691 -5.1384 0.39
H 8.5425 1.0480 -3.5511 0.35
H 9.4846 -0.2981 -2.9613 0.39
H 8.2266 0.7419 -1.1440 0.03
H 7.7461 -0.9237 -1.3561 0.35
H 5.7926 0.4300 -0.9332 -0.01
H 5.6816 -0.1972 -2.5591 0.41
H 6.5831 2.6364 -1.8064 0.26
H 5.0088 2.1963 -2.4717 0.39
H 6.4529 2.0310 -3.4617 0.37
C 13.3320 -6.9016 -4.9958 -1.18
C 13.8638 -5.5454 -5.4498 -0.37
C 13.5192 -4.4051 -4.4930 -0.84
C 12.0226 -4.1427 -4.3174 -0.55
C 11.2678 -3.8306 -5.6084 -0.23
C 11.7543 -2.5631 -6.3049 -1.23
H 12.2425 -6.9104 -4.9384 0.28
H 13.6286 -7.6864 -5.6929 0.38
H 13.7259 -7.1636 -4.0116 0.29
H 13.4899 -5.3230 -6.4529 0.23
H 14.9516 -5.6047 -5.5377 0.37
H 14.0122 -3.4923 -4.8386 0.32
H 13.9503 -4.6241 -3.5110 0.38
H 11.8965 -3.3054 -3.6228 0.35
H 11.5542 -5.0048 -3.8340 0.33
H 10.2073 -3.7146 -5.3692 0.18
H 11.3319 -4.6755 -6.2994 0.31
H 11.6612 -1.6973 -5.6452 0.23
H 11.1659 -2.3641 -7.2018 0.37
H 12.7982 -2.6448 -6.6110 0.36
C -12.3708 1.1599 -1.8605 -1.20
C -12.3164 -0.2923 -2.3268 0.02
C -11.8219 -0.4510 -3.7632 -0.51
C -12.7009 0.2051 -4.8287 -0.81
C -14.1522 -0.2729 -4.8490 -0.39
C -14.2986 -1.7607 -5.1543 -1.18
H -13.0679 1.7489 -2.4564 0.35
H -12.6991 1.2232 -0.8204 0.36
H -11.3846 1.6258 -1.9303 0.25
H -13.3011 -0.7521 -2.2092 0.32
H -11.6392 -0.8480 -1.6661 -0.03
H -11.7182 -1.5172 -3.9835 0.32
H -10.8134 -0.0313 -3.8366 0.26
H -12.2517 0.0181 -5.8083 0.40
H -12.6877 1.2906 -4.6968 0.32
H -14.6918 0.2980 -5.6081 0.38
H -14.6390 -0.0450 -3.8963 0.22
H -13.8544 -2.0043 -6.1213 0.30
H -15.3502 -2.0467 -5.1890 0.38
H -13.8169 -2.3797 -4.3953 0.28
```

LUMO level	-5.73	eV
gap between HOMO and LUMO	5.873	eV
energy	-250579.858	eV
total charge	+1


| no. | highest occupied orbital energy (hartree) | maximum force (eV/A) |
| --- | --- | --- |
| 1 | -0.147 | 0.47 |
| 2 | -0.379 | 3.58 |
| 3 | -0.503 | 3.81 |
| 4 | -0.426 | 1.87 |